Entry 1:
# C3H8NO2P

A molecular structure, C3H8NO2P (the ωB97M-V functional and the def2-TZVPD basis, the Open Molecules 2025 dataset).

Last column: Löwdin charge in e.
Positions of all 15 atoms, in Å:
C  -0.91438  0.09643  0.23600  -0.27
C  -1.67203  0.51628  -1.03035  -0.29
C  0.13828  1.15444  0.17941  -0.42
N  1.20496  1.16851  0.96305  0.11
O  -0.36399  2.88235  -2.10267  -0.47
O  1.69744  -1.57126  -0.42519  -0.07
P  -0.16194  1.53295  -1.55777  0.76
H  -1.51911  0.21523  1.13738  0.12
H  -0.52614  -0.92246  0.23152  0.09
H  -1.95768  -0.30161  -1.68716  0.06
H  -2.55046  1.12712  -0.82344  0.07
H  1.14790  -1.76002  -1.18991  0.04
H  1.47952  0.33884  1.47197  0.11
H  2.45319  -1.08541  -0.76532  0.04
H  1.87108  1.92169  0.89636  0.11

* frontier orbital gap (alpha / beta): 7.2786 / 7.2764 eV
* highest occupied orbital energy (alpha / beta): -7.52 / -7.52 eV
* energy relative to the best compared isomer or geometry (same formula, charge and spin): 42.4 kcal/mol

---

Entry 2:
# C3H8NO2P2

A gas-phase ion, C3H8NO2P2 (charge +1) (the ωB97M-V functional and the def2-TZVPD basis, the Open Molecules 2025 dataset).

Last column: Löwdin charge in e.
Positions of all 16 atoms, in Å:
C  -2.43758  1.73883  0.24798  0.11
C  -2.04991  0.69916  0.77097  -0.19
C  -1.50014  -0.64733  1.33239  -0.37
P  -0.08964  -1.38651  0.33908  0.99
P  1.19582  0.01747  -0.72298  0.42
N  1.52483  -0.60781  -2.14238  -0.19
O  0.51382  1.51957  -0.97626  -0.20
O  2.64379  0.14852  0.12765  -0.20
H  -2.52084  2.61101  -0.46380  0.09
H  -2.37025  -1.39088  1.25239  0.11
H  -1.28508  -0.58698  2.45421  0.11
H  -0.57894  -2.31242  -0.64688  0.05
H  0.76527  -2.05081  1.29216  0.04
H  2.55112  -0.75599  -2.19906  0.02
H  1.14611  2.11895  -1.43877  0.11
H  2.49162  0.88522  0.77331  0.09

* charge: +1
* frontier orbital gap: 8.8277 eV
* highest occupied orbital energy: -13.47 eV
* energy relative to the best compared isomer or geometry (same formula, charge and spin): 45.0 kcal/mol

---

Entry 3:
# C3H8NO2S2

A gas-phase ion, C3H8NO2S2 (charge +1) (the ωB97M-V functional and the def2-TZVPD basis, the Open Molecules 2025 dataset).

Last column: Löwdin charge in e.
Positions of all 16 atoms, in Å:
N  -0.04734  0.95258  -1.26307  0.23
C  -0.44896  0.81564  0.16752  -0.29
C  0.07179  -0.43909  0.83752  -0.47
S  -0.52151  -1.89856  -0.08670  0.49
S  1.01844  -2.34359  -1.31145  0.35
C  -0.23311  2.17482  0.82399  -0.47
O  0.55595  2.98230  0.43705  0.18
O  -0.90524  2.21921  1.97895  0.15
H  0.17163  1.87672  -1.59027  0.16
H  -0.80842  0.65279  -1.87470  0.18
H  0.84937  0.53869  -1.55295  0.15
H  -1.51581  0.65342  0.15543  0.15
H  1.16327  -0.41468  0.77844  0.09
H  -0.08778  -0.50217  1.91102  0.11
H  1.84935  -3.10015  -0.56381  -0.15
H  -1.39231  3.02171  2.19089  0.15

* charge: +1
* frontier orbital gap: 9.9132 eV
* highest occupied orbital energy: -13.45 eV
* energy relative to the best compared isomer or geometry (same formula, charge and spin): 15.4 kcal/mol

---

Entry 4:
# C3H8NO3

2 unconnected molecules or ions with the total composition C3H8NO3 (the ωB97M-V functional and the def2-TZVPD basis, the Open Molecules 2025 dataset).

Last column: Löwdin charge in e.
Positions of all 15 atoms, in Å:
C  0.00266  0.49949  -1.03611  -0.28
N  -0.62186  1.33033  0.02399  -0.01
C  -0.65687  0.84536  1.42328  -0.79
O  0.14997  -0.06601  1.67720  -0.07
O  -1.54578  1.39560  2.09349  -0.08
C  -0.82380  -0.74246  -1.32490  -0.11
H  0.16714  1.18326  -1.86520  0.09
H  1.00395  0.19130  -0.70992  0.08
H  -1.52251  1.70917  -0.22838  0.09
H  -1.49330  -1.03924  -0.51375  0.07
H  -0.19116  -1.62077  -1.53403  0.06
H  -1.41037  -0.54385  -2.22269  0.05
H  2.03379  -0.41090  1.11950  -0.01
H  2.21829  -1.60088  1.90467  0.03
O  2.68986  -1.13040  1.19285  -0.12

* charge: -1
* frontier orbital gap: 8.5429 eV
* highest occupied orbital energy: -4.45 eV
* energy relative to the best compared isomer or geometry (same formula, charge and spin): 7.5 kcal/mol

---

Entry 5:
# C3H8NO3

2 unconnected molecules or ions with the total composition C3H8NO3 (the ωB97M-V functional and the def2-TZVPD basis, the Open Molecules 2025 dataset).

Last column: Löwdin charge in e.
Positions of all 15 atoms, in Å:
C  -0.66790  -0.15678  0.57748  -0.30
N  0.44184  0.59231  1.13296  0.00
C  0.54298  1.98991  0.82810  -0.82
O  -0.43806  2.49012  0.25106  -0.08
O  1.63775  2.53402  1.12822  -0.12
C  -0.24663  -1.63180  0.42428  -0.11
H  -1.54449  -0.00625  1.21940  0.10
H  -0.87859  0.22150  -0.42198  0.08
H  1.20087  0.03239  1.49402  0.10
H  0.21012  -1.89108  1.38995  0.06
H  0.50640  -1.76992  -0.34511  0.05
H  -1.10380  -2.29394  0.35246  0.06
H  -0.10964  0.62391  -3.04576  0.06
H  0.54763  -0.40512  -2.15487  -0.01
O  -0.09847  -0.32926  -2.83022  -0.06

* charge: -1
* frontier orbital gap: 7.5730 eV
* highest occupied orbital energy: -3.83 eV
* energy relative to the best compared isomer or geometry (same formula, charge and spin): 17.5 kcal/mol

---

Entry 6:
# C3H8NO3

2 unconnected molecules or ions with the total composition C3H8NO3 (the ωB97M-V functional and the def2-TZVPD basis, the Open Molecules 2025 dataset).

Last column: Löwdin charge in e.
Positions of all 15 atoms, in Å:
O  -0.77432  -1.82640  -1.66877  -0.01
C  -1.12905  -0.95355  -0.91132  -0.29
C  -1.16194  -0.95517  0.61848  -0.22
N  0.09010  -0.30580  0.79798  -0.08
C  0.24071  1.07811  1.43296  -0.62
O  1.48164  1.39293  1.66377  -0.29
H  -1.33600  0.09729  -1.31456  0.12
H  -1.18103  -1.95483  1.02951  0.11
H  -1.96730  -0.36473  0.76844  0.06
H  0.87286  -0.73658  1.33335  0.12
H  -0.37069  1.33331  2.34560  0.08
H  -0.36064  1.68665  0.63377  0.08
H  1.00688  1.35552  -0.82300  0.05
H  1.56751  0.40211  -1.84702  -0.02
O  0.97260  1.09666  -1.81409  -0.09

* charge: -1
* frontier orbital gap: 7.0209 eV
* highest occupied orbital energy: -3.07 eV
* energy relative to the best compared isomer or geometry (same formula, charge and spin): 90.4 kcal/mol

---

Entry 7:
# C3H8NO3

A molecular structure, C3H8NO3 (the ωB97M-V functional and the def2-TZVPD basis, the Open Molecules 2025 dataset).

Last column: Löwdin charge in e.
Positions of all 15 atoms, in Å:
C  -0.07327  0.18106  1.92214  -0.01
C  -0.30507  -0.77044  0.87222  -0.13
C  0.39039  -0.12951  -0.85933  -0.56
N  -0.51048  1.04044  -0.98369  0.29
O  -1.28264  0.07585  1.17241  -0.01
O  0.17430  -1.06715  -1.76436  0.07
O  1.64422  0.24544  -0.56912  0.08
H  -0.21644  -0.05961  2.90394  0.10
H  0.52704  1.05469  1.78184  0.13
H  -0.27734  -1.81218  0.86727  0.13
H  -1.11051  0.87057  -0.09025  0.13
H  -1.09614  0.99964  -1.80111  0.18
H  0.12648  1.81863  -0.90971  0.17
H  -0.28557  -2.01102  -1.54240  0.24
H  2.29502  -0.43643  -0.99986  0.21

* charge: +1
* frontier orbital gap: 10.4992 eV
* highest occupied orbital energy: -13.86 eV
* energy relative to the best compared isomer or geometry (same formula, charge and spin): 89.2 kcal/mol

---

Entry 8:
# C3H8NO3P

C3H8NO3P in the gas phase (the ωB97M-V functional and the def2-TZVPD basis, the Open Molecules 2025 dataset).

Last column: Löwdin charge in e.
Positions of all 16 atoms, in Å:
C  0.72603  -1.12960  2.50392  -0.11
P  0.05395  0.06994  1.26182  0.73
O  -0.50046  1.36721  1.80215  -0.34
O  1.20004  0.30488  0.04723  -0.15
C  0.02696  -0.38729  -0.44818  -0.58
O  0.27641  -1.64882  -0.85502  0.01
C  -0.98828  0.43664  -1.55972  -0.17
N  -0.30681  1.65981  -1.87905  -0.02
H  0.62412  -2.02664  2.05104  -0.01
H  1.85188  -0.78500  2.51236  0.11
H  0.37389  -1.07439  3.49541  0.03
H  0.59994  -1.67024  -1.77797  0.12
H  -0.85538  -0.18198  -2.49165  0.11
H  -2.04565  0.59468  -1.05176  0.14
H  -0.70923  2.21129  -2.57779  0.04
H  -0.32740  2.25952  -1.03280  0.09

* frontier orbital gap: 10.1099 eV
* highest occupied orbital energy: -9.47 eV
* energy relative to the best compared isomer or geometry (same formula, charge and spin): 57.5 kcal/mol